Entry from the Open Molecules 2025 dataset: a 11-piece molecular cluster, C29H85N11O14 overall in a non-equilibrium geometry (ωB97M-V with the def2-TZVPD basis set).

```
! wB97M-V def2-TZVPD RIJCOSX def2/J DEFGRID3
* xyz 1 2
C 1.95717 -7.07404 4.62024
C 1.90600 -5.58979 4.28001
C 0.62084 -5.03646 3.65311
O 0.17855 -5.92099 2.58650
C -1.17726 -6.10810 2.32458
N 2.36361 -4.85100 5.42767
H 1.20996 -7.26859 5.38961
H 2.96454 -7.33016 4.94843
H 1.68215 -7.76500 3.82335
H 2.73432 -5.50925 3.57609
H 0.64710 -3.98718 3.35916
H -0.18966 -5.15603 4.37206
H -1.62410 -5.19312 1.93568
H -1.92846 -6.38524 3.06417
H -1.27315 -6.82497 1.50910
H 1.85295 -5.20235 6.22510
H 2.14156 -3.86870 5.35108
C 1.65462 -4.25136 0.33250
C 2.76551 -5.34219 0.43672
C 2.97229 -6.18638 -0.88235
O 3.38382 -5.36410 -1.87479
C 2.58092 -4.71147 -2.80580
N 4.00661 -4.71701 0.70755
H 0.67626 -4.71438 0.20398
H 1.83137 -3.60766 -0.52919
H 1.72032 -3.84745 1.34276
H 2.63092 -6.02550 1.27522
H 2.06969 -6.71796 -1.18374
H 3.68589 -7.00106 -0.75919
H 3.07315 -4.70950 -3.77832
H 2.23569 -3.69332 -2.62612
H 1.69552 -5.33137 -2.94690
H 4.51949 -5.29214 1.36045
H 4.39490 -4.74718 -0.22434
C -2.51276 1.99165 -6.07047
C -1.97265 3.34709 -6.27369
C -1.28107 3.90082 -4.96363
O -2.30725 4.09835 -3.97643
C -1.83765 4.39507 -2.78450
N -1.03764 3.33099 -7.38065
H -3.30215 2.07545 -5.32352
H -1.79710 1.31593 -5.60213
H -2.94277 1.54039 -6.96465
H -2.93153 3.84029 -6.43306
H -0.72174 4.79862 -5.22672
H -0.52103 3.20667 -4.60501
H -2.70851 4.82212 -2.28717
H -1.01385 5.09185 -2.62970
H -1.69192 3.47214 -2.22319
H -1.04420 4.25267 -7.79365
H -1.47699 2.88229 -8.17169
C -0.94974 2.21741 0.43509
C 0.03934 1.16084 -0.01891
C -0.61306 -0.10860 -0.55071
O -1.68766 -0.57102 0.19930
C -1.45721 -1.70266 1.08164
N 0.93312 1.63856 -0.98423
H -1.71385 2.49642 -0.29044
H -0.36125 3.12071 0.59580
H -1.36132 1.81259 1.35966
H 0.63622 0.88086 0.84910
H 0.14160 -0.89421 -0.58811
H -0.97643 0.05136 -1.56584
H -0.38793 -1.80154 1.26862
H -1.80347 -2.66030 0.69290
H -1.91979 -1.36775 2.01006
H 1.61135 0.89065 -0.95707
H 0.50166 1.37877 -1.85971
C -4.48151 3.65083 0.68777
C -5.03120 3.25455 2.02949
C -4.50842 1.88009 2.43925
O -5.45898 0.92312 1.88914
C -4.92102 -0.43245 1.93446
N -4.85230 4.34475 2.94635
H -4.92430 4.57439 0.31482
H -4.68499 2.80883 0.02615
H -3.42397 3.89100 0.79744
H -6.11747 3.30979 2.10066
H -4.39686 1.60254 3.48741
H -3.57256 1.65349 1.92845
H -5.81063 -1.04057 1.77050
H -4.61566 -0.72306 2.93965
H -4.12861 -0.45476 1.18634
H -3.86294 4.52101 2.84540
H -5.07024 4.08050 3.89650
C 4.23845 -0.01566 1.07292
C 3.62960 -1.03081 0.08170
O 2.91522 -0.34273 -0.98266
O 3.28994 0.84963 1.48529
H 5.07125 0.51596 0.61257
H 4.69984 -0.63327 1.84350
H 2.97558 -1.63120 0.71406
H 4.32427 -1.77581 -0.30626
H 3.43630 -0.09836 -1.75101
H 2.83457 1.09342 0.67609
C 2.33797 4.94540 -0.55737
C 1.10089 5.74997 -1.00191
O 1.11015 7.20235 -0.73369
O 3.48770 5.72588 -0.95173
H 2.45784 3.94729 -0.97869
H 2.13889 4.93760 0.51427
H 0.27896 5.13647 -0.63294
H 1.14901 5.75493 -2.09083
H 2.01392 7.52283 -0.77941
H 3.46855 6.44236 -0.31307
C -0.35811 6.62130 4.10136
C -0.70582 5.51238 3.01184
O -1.74352 4.62939 3.17898
O -0.32390 6.07673 5.44259
H -1.19957 7.30301 3.97762
H 0.63931 7.03815 3.96171
H 0.18545 4.88990 2.93266
H -0.84897 5.92387 2.01270
H -1.59645 4.16419 4.00575
H 0.47959 6.31653 5.91001
C -4.61605 -4.36041 1.61540
O -4.25997 -4.07296 0.51758
N -5.49797 -5.34672 1.94161
N -4.15326 -3.95230 2.75474
H -5.78589 -5.65407 2.85961
H -5.93017 -5.82511 1.16415
H -3.46656 -3.21575 2.67712
H -4.33613 -4.48953 3.59024
C 5.05838 1.44050 -2.52459
O 5.04437 0.53350 -3.35834
N 5.98293 1.75358 -1.73137
N 3.98062 2.03823 -2.22528
H 6.74300 1.09666 -1.62718
H 5.73039 2.44691 -1.04173
H 3.96606 2.93676 -1.76428
H 3.17963 1.63119 -2.68662
C 0.94052 -0.36598 -4.22793
O 0.95122 0.79070 -3.77782
N 0.66756 -1.45776 -3.52734
N 0.97071 -0.62122 -5.47160
H 0.88980 -2.36251 -3.91738
H 0.52341 -1.52766 -2.53013
H 1.18948 0.00663 -6.23189
H 1.10933 -1.61150 -5.61378
*
```

Its total energy is -2810.9970 Ha. For the HOMO energy (spin up / spin down), the calculation gives -0.364 / -0.364 Eh. The calculation puts the frontier orbital gap (spin up / spin down) at 7.10 / 1.39 eV.

=====

Entry from the Open Molecules 2025 dataset: C16H11N3O5Pd as an isolated structure in a non-equilibrium geometry (ωB97M-V with the def2-TZVPD basis set).

```
! wB97M-V def2-TZVPD RIJCOSX def2/J DEFGRID3
* xyz 2 1
Pd -0.44554 0.37318 0.66762
O 3.60548 0.06770 1.98386
C 2.33008 0.14334 1.70906
O 1.85999 0.30307 0.59694
C 1.42304 0.00653 2.86689
C 1.78468 -0.14165 4.18859
C 0.77098 -0.24412 5.14123
C -0.55251 -0.19569 4.74151
C -0.83653 -0.03406 3.39481
N 0.13868 0.05808 2.49519
C -2.19166 0.07301 2.80157
O -3.19880 -0.30696 3.31989
O -2.14977 0.63281 1.58815
H 4.13153 0.18215 1.17089
H 2.82923 -0.17796 4.46394
H 1.02341 -0.35755 6.18669
H -1.37381 -0.27080 5.44188
O -1.65712 1.37838 -0.83472
C -2.87445 1.28743 -0.78077
C -3.68610 2.47821 -1.08048
C -5.00809 2.45757 -0.89706
C -5.67027 1.24421 -0.43042
C -5.03270 0.06622 -0.24127
C -3.63167 -0.02321 -0.42747
C -2.97518 -1.24838 -0.41686
N -1.65010 -1.45821 -0.23557
C -1.44883 -2.76186 -0.29695
C -2.67615 -3.42417 -0.53805
N -3.59976 -2.47825 -0.58582
H -3.14036 3.35864 -1.39095
H -5.60785 3.34103 -1.06781
H -6.73409 1.29603 -0.23161
H -5.59532 -0.79345 0.09574
H -0.47271 -3.20686 -0.19143
H -2.90508 -4.47143 -0.65761
H -4.57786 -2.63317 -0.78953
*
```

Its total energy is -1284.0622 Ha. For the HOMO energy (spin up / spin down), the calculation gives -0.576 / -0.576 Eh. The calculation puts the frontier orbital gap (spin up / spin down) at 5.98 / 6.00 eV.

=====

Entry from the Open Molecules 2025 dataset: a 2-piece molecular cluster, C4H13N2O overall in a non-equilibrium geometry (ωB97M-V with the def2-TZVPD basis set).

```
! wB97M-V def2-TZVPD RIJCOSX def2/J DEFGRID3
* xyz 1 1
N -0.81267 -2.12079 -0.59143
C -2.11229 -1.66886 -0.78176
O -2.29121 -0.16675 -0.94980
H -0.15221 -1.89419 -1.37222
H -0.34741 -1.80814 0.25553
H -2.50449 -2.11957 -1.67482
H -2.70099 -1.95385 0.08950
H -3.06685 -0.00151 -0.41358
C 2.27820 1.00408 2.00543
C 1.28909 1.29475 0.95937
C 1.03039 0.51084 -0.10293
N 0.09085 0.98754 -1.09069
H 3.14804 0.43216 1.55382
H 2.60693 1.94308 2.51692
H 1.87318 0.35716 2.75241
H 0.66033 2.19910 1.07013
H 1.49431 -0.46201 -0.32928
H -0.18854 1.95026 -0.83548
H 0.50303 1.04808 -2.03934
H -0.79766 0.46861 -1.02178
*
```

Its total energy is -344.6767 Ha. For the HOMO energy, the calculation gives -0.518 Eh. The calculation puts the frontier orbital gap at 10.97 eV.

=====

Entry from the Open Molecules 2025 dataset: C13H18N2 as an isolated structure in a non-equilibrium geometry (ωB97M-V with the def2-TZVPD basis set).

```
! wB97M-V def2-TZVPD RIJCOSX def2/J DEFGRID3
* xyz 0 1
C -0.40352 0.51895 -1.97959
C -2.53847 2.41577 2.96864
C -2.52776 2.51278 1.64138
C -1.72702 1.47931 3.56909
C -1.68817 1.84778 0.80207
C -0.95565 0.66499 2.78125
C -0.90357 0.87298 1.42305
C -0.99505 -1.37887 -0.64933
C 2.34294 0.23276 -1.20152
C 1.96594 -2.09081 -0.40378
C 1.37367 -1.39607 -2.78140
C 0.00415 -0.42668 -0.96526
C 1.41543 -0.95561 -1.30761
N -0.94006 1.12597 -2.80021
N 0.23219 0.40448 0.75391
H -3.33291 2.93425 3.54440
H -3.10297 3.38737 1.22136
H -1.56930 1.44181 4.62514
H -1.59226 2.01929 -0.19355
H -0.45770 -0.17232 3.29964
H -1.39229 -1.73383 -1.69628
H -0.71191 -2.27794 -0.04736
H -1.80398 -1.04362 -0.05830
H 2.39628 0.74971 -2.16288
H 3.43913 0.06624 -0.92129
H 1.82524 0.86977 -0.55808
H 1.44347 -2.98552 -0.49957
H 3.07572 -2.36776 -0.69809
H 2.00170 -1.75869 0.67440
H 0.64761 -2.05490 -3.10909
H 2.35722 -1.89603 -3.03097
H 1.38538 -0.64488 -3.45514
H 0.73652 -0.36068 1.21500
*
```

Its total energy is -615.5417 Ha. For the HOMO energy, the calculation gives -0.294 Eh. The calculation puts the frontier orbital gap at 8.51 eV.

=====

Entry from the Open Molecules 2025 dataset: C19H43HfOP3S as an isolated structure in a non-equilibrium geometry (ωB97M-V with the def2-TZVPD basis set).

```
! wB97M-V def2-TZVPD RIJCOSX def2/J DEFGRID3
* xyz 4 1
Hf -0.88163 -1.38481 -0.69819
P 0.13436 -0.01836 1.33307
P 1.41228 -2.68796 -0.28451
P -3.02075 -1.28675 0.77178
H -1.71350 3.66047 -1.09147
C -1.40504 3.54894 -0.04395
C -0.16208 4.03253 0.33889
H 0.50721 4.49225 -0.39796
C 1.53717 1.01936 0.77588
C 0.87442 -0.98675 2.70903
C -0.79761 1.20641 2.32944
C 1.81963 -3.49231 -1.87419
C 3.08827 -2.17789 0.25253
C 1.12826 -4.16134 0.76934
C -4.00261 0.25464 0.71559
C -2.93770 -1.67016 2.56300
C -4.25140 -2.52197 0.23710
H -2.24595 3.52035 0.66241
H 0.14206 4.09860 1.38767
H 1.15803 2.01222 0.50287
H 2.05216 0.59158 -0.09354
H 2.24943 1.11946 1.60574
H 1.96651 -0.88718 2.70584
H 0.60691 -2.04724 2.63775
H 0.48842 -0.60489 3.66299
H -0.61560 2.21379 1.94237
H -0.46608 1.15708 3.37471
H -1.87385 1.01476 2.28653
H 0.96531 -4.06744 -2.25609
H 2.66738 -4.17080 -1.70162
H 2.09803 -2.73702 -2.62136
H 3.81942 -2.88762 -0.16270
H 3.17587 -2.18352 1.34641
H 3.33042 -1.17470 -0.11842
H 1.89766 -4.91470 0.54884
H 0.13709 -4.58954 0.57032
H 1.18756 -3.89116 1.83003
H -4.55835 0.38732 1.65384
H -4.71248 0.17613 -0.11765
H -3.36107 1.12551 0.54142
H -3.90796 -2.08866 2.86408
H -2.72106 -0.78002 3.16410
H -2.15893 -2.42059 2.75113
H -4.95662 -2.69947 1.05971
H -3.75899 -3.46639 -0.02677
H -4.79277 -2.14919 -0.64083
C -1.88768 -3.99283 -2.21849
C -1.54938 -5.33807 -2.00492
C -2.21435 -6.31941 -2.74334
C -3.20386 -5.96379 -3.66779
C -3.52005 -4.62006 -3.88322
C -2.84095 -3.61993 -3.18631
O -1.31990 -3.02754 -1.43024
H -1.18365 1.81310 -0.18419
H -0.79638 -5.57076 -1.25042
H -1.95579 -7.36832 -2.58898
H -3.73515 -6.74004 -4.22106
H -4.29643 -4.35025 -4.59919
H -3.04454 -2.55518 -3.34035
C 1.23902 -0.15515 -3.43975
S -0.49985 -0.01505 -2.85339
C -0.63206 1.80099 -2.82508
H 1.93119 -0.28050 -2.59580
H 1.48192 0.75685 -4.00282
H 1.29234 -1.02534 -4.10821
H -0.22363 2.19274 -3.76384
H -1.68996 2.06220 -2.73576
H -0.07659 2.20788 -1.97547
*
```

Its total energy is -2293.6156 Ha. For the HOMO energy (spin up / spin down), the calculation gives -0.710 / -0.683 Eh. The calculation puts the frontier orbital gap (spin up / spin down) at 3.60 / 2.14 eV.

=====

Entry from the Open Molecules 2025 dataset: C2H4Br2 in the gas phase in a non-equilibrium geometry (ωB97M-V with the def2-TZVPD basis set).

```
! wB97M-V def2-TZVPD RIJCOSX def2/J DEFGRID3
* xyz 0 1
Br -1.84625 0.75265 -1.05947
C -0.18358 -0.32239 -0.68195
C 0.32744 0.01178 0.71235
Br 1.10080 1.84150 0.59204
H 0.54838 -0.21934 -1.48303
H -0.54079 -1.34659 -0.57470
H 1.04290 -0.75180 1.01761
H -0.44891 0.03421 1.47714
*
```

Its total energy is -5226.6240 Ha. For the HOMO energy, the calculation gives -0.371 Eh. The calculation puts the frontier orbital gap at 10.70 eV. Its SMILES is BrCCBr.

=====

Entry from the Open Molecules 2025 dataset: a 2-piece molecular cluster, C3H11N2S overall in a non-equilibrium geometry (ωB97M-V with the def2-TZVPD basis set).

```
! wB97M-V def2-TZVPD RIJCOSX def2/J DEFGRID3
* xyz 1 1
C 3.42284 0.09221 -0.86809
C 2.22059 0.03361 0.04872
S 1.02367 1.38163 -0.14805
H 3.19611 0.29715 -1.90758
H 4.03229 0.93651 -0.52035
H 4.10001 -0.73878 -0.69691
H 2.54197 0.06536 1.09467
H 1.64326 -0.88375 -0.09260
H 1.77847 2.41326 -0.53049
N -1.81108 -0.57670 0.42975
C -3.09359 -0.81898 0.24776
N -4.09054 -0.18400 0.78351
H -1.46465 0.16322 1.03089
H -1.23588 -0.70660 -0.39470
H -3.32201 -1.57120 -0.49272
H -5.03482 -0.48376 0.59592
H -3.90665 0.58080 1.42029
*
```

Its total energy is -628.3559 Ha. For the HOMO energy, the calculation gives -0.448 Eh. The calculation puts the frontier orbital gap at 8.29 eV.

=====

Entry from the Open Molecules 2025 dataset: C43H42HfN13O2PS2 as an isolated structure (ωB97M-V with the def2-TZVPD basis set).

```
! wB97M-V def2-TZVPD RIJCOSX def2/J DEFGRID3
* xyz 2 1
Hf -0.13362 1.01266 -1.56558
N 1.86623 2.10435 -5.39525
C 1.23649 2.24712 -4.18145
S 2.04841 1.62354 -2.75949
N 0.07008 2.79363 -4.15739
N -0.49042 2.80252 -2.88051
C -1.23767 3.82385 -2.63807
C -1.90247 4.11377 -1.39648
C -2.77605 5.21139 -1.35508
C -3.44755 5.53769 -0.20202
C -3.24055 4.76888 0.94561
C -2.36157 3.70300 0.93599
C -1.68280 3.36572 -0.22882
O -0.80174 2.34202 -0.22974
H 2.87463 2.13336 -5.35951
H 1.46710 2.66883 -6.13467
H -1.36101 4.53968 -3.44976
H -2.92115 5.79883 -2.25421
H -4.12448 6.37974 -0.18073
H -3.76441 5.01551 1.85978
H -2.18189 3.12540 1.83457
C 3.88848 2.16438 2.35662
N 3.12031 1.43707 1.33900
C 1.88644 1.65913 0.91349
N 1.57881 0.76410 -0.02380
C 2.71420 0.00493 -0.11874
N 3.66085 0.38227 0.69354
C 4.30542 1.26648 3.49424
C 5.56637 1.38476 4.05978
C 5.93196 0.56748 5.12197
C 5.05541 -0.38632 5.61047
C 3.79493 -0.51257 5.03565
C 3.42106 0.32272 3.98932
C 2.86127 -1.53637 5.49284
N 3.00148 -2.43933 6.40021
N 1.83396 -3.17836 6.40748
C 1.07137 -2.66885 5.50314
O 1.65468 -1.61780 4.87945
C -0.26300 -3.06814 5.07137
C -0.86505 -4.21228 5.59012
C -2.12240 -4.58205 5.14511
C -2.78217 -3.82262 4.18576
C -2.18765 -2.67660 3.68039
C -2.90231 -1.81553 2.67112
N -2.10835 -1.60963 1.45214
C -1.56075 -0.49482 0.98824
N -0.96057 -0.74758 -0.17401
C -1.17727 -2.08588 -0.35310
N -1.86268 -2.63594 0.61304
C -0.93053 -2.30081 4.12599
H 3.25061 2.97980 2.69966
H 4.76022 2.59601 1.86785
H 1.24971 2.45822 1.25442
H 2.82780 -0.80953 -0.81265
H 6.26954 2.11219 3.67229
H 6.91522 0.66830 5.56045
H 5.33510 -1.04158 6.42431
H 2.43661 0.21029 3.55166
H -0.33746 -4.79853 6.33025
H -2.59181 -5.47224 5.54051
H -3.76098 -4.12652 3.83515
H -3.11219 -0.82352 3.07332
H -3.84370 -2.27256 2.37185
H -1.62224 0.46648 1.47198
H -0.85554 -2.63012 -1.22381
H -0.45663 -1.40605 3.73875
N 1.99633 -1.07952 -4.89997
C 1.34649 -1.54383 -3.85365
S -0.24400 -0.93983 -3.45372
N 1.85532 -2.53729 -3.12885
C 3.09123 -3.23986 -3.36354
C 3.33283 -3.86544 -4.58147
C 4.52780 -4.54441 -4.77094
C 5.45959 -4.61830 -3.74590
C 5.19489 -4.01911 -2.52226
C 4.01017 -3.32615 -2.32894
H 1.68230 -0.22249 -5.33543
H 2.92705 -1.41129 -5.10984
H 1.28981 -2.84341 -2.35400
H 2.58082 -3.85566 -5.36026
H 4.71873 -5.03418 -5.71589
H 6.38610 -5.15503 -3.89558
H 5.91159 -4.08907 -1.71566
H 3.80168 -2.86327 -1.37224
C -3.12233 1.15983 -4.17946
P -2.88909 0.62826 -2.45557
C -3.54502 -1.07577 -2.47206
C -4.17868 1.49411 -1.50356
C -4.86137 2.59382 -2.01411
C -5.87016 3.19707 -1.27490
C -6.20799 2.70874 -0.02183
C -5.52997 1.61272 0.49628
C -4.52165 1.01153 -0.23896
H -2.77440 2.18089 -4.32584
H -4.16990 1.08122 -4.47087
H -2.52288 0.50807 -4.81571
H -4.55051 -1.06160 -2.89379
H -3.59976 -1.47613 -1.46114
H -2.91126 -1.72632 -3.07380
H -4.61756 2.98714 -2.99302
H -6.39904 4.04670 -1.68657
H -7.00391 3.17226 0.54527
H -5.79935 1.21987 1.46832
H -4.01795 0.14181 0.16541
*
```

Its total energy is -3711.6497 Ha. For the HOMO energy, the calculation gives -0.457 Eh. The calculation puts the frontier orbital gap at 7.35 eV.